26
Properties=species:S:1:pos:R:3:forces:R:3:nbo_charge:R:1 method="wB97M-V/def2-TZVPD" smiles="[H]/P=C1/CCc2cc3ccccc3n2C1" energy_ha=-860.4730 lumo_ev=0.0 homo_energy_ha=-0.287 gap_ha=0.286 charge=0
H 2.391 -1.815 -2.655 0.24 -0.42 -0.25 -0.06
P 2.840 -2.717 -1.648 -0.80 0.61 0.98 0.42
C 2.033 -1.821 -0.455 0.18 2.85 -1.26 -0.33
C 2.138 -1.938 1.079 -1.65 0.18 -1.52 -0.48
C 0.789 -1.598 1.764 -1.04 -1.08 -2.47 -0.41
C -0.001 -0.458 1.098 2.21 -1.47 0.71 0.19
C -1.010 0.217 1.672 -0.62 0.13 0.98 -0.31
C -1.523 1.142 0.746 0.75 0.17 -0.69 -0.07
C -2.500 2.166 0.822 2.38 -0.96 -3.22 -0.21
C -2.569 2.989 -0.270 -0.42 2.21 -1.36 -0.21
C -1.591 3.020 -1.368 -1.57 -1.34 1.99 -0.24
C -0.762 1.949 -1.456 2.29 -1.81 0.03 -0.21
C -0.698 0.981 -0.399 -1.14 2.43 -0.20 0.12
N 0.290 0.061 -0.139 -1.65 0.31 -0.50 -0.37
C 1.266 -0.310 -1.108 0.35 -5.42 4.20 -0.18
H 2.493 -2.917 1.339 -0.08 -0.70 0.13 0.22
H 2.864 -1.288 1.490 1.00 1.09 -0.06 0.22
H 0.978 -1.268 2.753 -0.10 -0.28 1.19 0.23
H 0.145 -2.549 1.664 0.81 1.47 0.72 0.22
H -1.246 0.160 2.714 -0.37 -0.34 0.25 0.22
H -3.055 2.235 1.668 -1.96 0.39 2.12 0.21
H -3.398 3.747 -0.392 1.09 -0.73 0.61 0.21
H -1.536 3.861 -2.020 -0.28 0.19 -0.57 0.22
H 0.026 1.744 -2.220 -0.82 0.91 0.23 0.20
H 1.993 0.382 -1.245 2.33 2.20 -0.18 0.19
H 0.874 -0.624 -2.007 -1.13 -0.58 -1.84 0.20

13
Properties=species:S:1:pos:R:3:forces:R:3:nbo_charge:R:1 method="wB97M-V/def2-TZVPD" energy_ha=-419.5512 lumo_ev=-20.3 homo_energy_ha=-0.876 gap_ha=0.131 charge=+3
Tl 3.647 4.546 0.380 0.43 0.53 0.01 1.00
C -0.349 -0.501 -1.637 0.16 0.05 0.17 -0.70
C 0.298 0.348 -0.547 0.69 0.57 -4.42 0.62
O 0.950 1.379 -0.830 -1.20 -1.48 1.00 0.01
N 0.155 0.095 0.753 -2.19 -3.00 3.80 -0.08
C -0.784 -0.877 1.424 -0.30 3.24 -1.77 -0.43
H 0.341 -0.859 -2.401 0.45 0.62 -0.22 0.35
H -1.198 0.006 -2.095 -0.03 0.32 -0.10 0.35
H -0.691 -1.449 -1.221 -0.23 -0.33 0.75 0.31
H 0.581 0.698 1.443 0.75 0.93 0.41 0.49
H -1.557 -1.251 0.751 0.04 -0.37 -0.55 0.33
H -1.236 -0.404 2.296 0.43 0.01 0.52 0.34
H -0.157 -1.729 1.684 1.01 -1.10 0.39 0.42

20
Properties=species:S:1:pos:R:3:forces:R:3:nbo_charge:R:1 method="wB97M-V/def2-TZVPD" spin_multiplicity=3 energy_ha=-771.3505 lumo_ev="1.0 / -1.7" homo_energy_ha="-0.245 / -0.342" gap_ha="0.282 / 0.280" charge=0 s_squared=2.02
C 1.513 0.297 -0.898 0.01 -2.95 0.73 -0.34
C 1.962 -2.145 -1.089 0.00 2.28 0.85 -0.36
C 0.655 0.114 0.048 -1.47 0.86 -0.99 0.21
C 1.205 -2.298 -0.020 -0.23 -2.86 -0.40 0.10
C 2.264 -0.771 -1.620 0.04 -0.01 -0.27 -0.43
C -1.784 0.275 0.479 1.05 1.25 0.90 -0.58
C 0.074 0.315 2.263 -0.70 1.61 2.45 -0.60
C -0.375 0.745 0.870 -0.08 -0.27 -0.83 -0.35
Cl 0.597 -3.801 0.636 0.48 0.87 -0.12 0.00
H 1.961 1.154 -1.133 1.11 4.37 -0.76 0.19
H 2.671 -2.820 -1.432 0.62 -2.14 -0.62 0.22
H 1.952 -0.649 -2.678 0.33 -0.47 0.23 0.23
H 3.375 -0.550 -1.599 -1.13 -0.35 0.06 0.22
H -1.864 -0.669 0.848 -0.30 -3.13 0.81 0.20
H -1.961 0.229 -0.553 -0.22 0.33 -1.49 0.21
H -2.550 0.792 1.012 -0.51 0.94 0.14 0.21
H 1.175 0.444 2.223 -0.65 -0.01 0.92 0.22
H -0.152 -0.734 2.496 0.12 0.10 -0.61 0.22
H -0.439 0.868 3.183 1.24 -0.67 -1.99 0.21
H -0.348 1.805 0.561 0.29 0.24 0.99 0.22

92
Properties=species:S:1:pos:R:3:forces:R:3:mulliken_charge:R:1 method="wB97M-V/def2-TZVPD" energy_ha=-6955.0519 lumo_ev=0.2 homo_energy_ha=-0.318 gap_ha=0.326 charge=0
C 5.260 -20.613 -5.843 -0.23 1.69 -0.86 -1.02
S 6.512 -20.261 -7.104 0.16 0.58 -0.81 0.43
O 5.930 -20.405 -8.515 0.22 0.54 1.68 -0.46
C 6.874 -18.435 -6.821 -0.95 -2.35 -0.61 -0.58
H 4.411 -19.890 -5.818 0.80 -0.29 0.05 0.21
H 5.845 -20.639 -4.927 -0.36 -0.27 0.20 0.39
H 4.870 -21.535 -6.199 -0.24 -1.10 0.29 0.39
H 7.601 -18.356 -7.586 0.59 0.82 -0.95 0.20
H 7.355 -18.275 -5.891 0.23 0.03 1.08 0.62
H 5.973 -17.871 -6.967 -0.22 0.37 -0.14 -0.09
C 3.646 -21.066 -11.370 1.41 -0.65 0.93 -0.34
S 4.877 -21.228 -12.651 -0.02 0.48 -0.60 0.27
O 5.061 -19.898 -13.354 -0.34 -0.60 0.57 -0.57
C 6.230 -21.339 -11.484 -0.39 -0.44 -1.15 -0.44
H 3.606 -22.095 -10.925 -0.32 0.99 -0.24 0.44
H 2.737 -20.696 -11.767 -0.97 0.19 -0.32 0.12
H 4.112 -20.363 -10.659 -0.62 -0.22 0.04 -0.04
H 6.129 -22.214 -10.874 -0.20 -0.37 0.53 0.47
H 6.244 -20.428 -10.919 0.37 0.36 0.27 -0.45
H 7.040 -21.515 -12.162 1.02 0.32 -0.01 0.51
C 8.798 -13.877 -12.615 -0.98 -1.96 0.08 -0.46
S 10.091 -13.859 -11.423 3.03 1.57 -2.00 0.26
O 9.682 -13.690 -10.041 -1.43 0.16 1.91 -0.60
C 10.648 -15.545 -11.493 -1.75 0.57 1.85 -0.70
H 9.269 -14.081 -13.572 0.21 0.65 -0.24 0.40
H 8.186 -12.995 -12.558 0.08 0.50 -0.16 0.33
H 8.154 -14.754 -12.489 -0.21 0.12 0.33 -0.11
H 9.758 -15.950 -10.955 1.32 -0.43 0.52 -0.02
H 11.649 -15.582 -11.059 -0.50 -0.36 0.10 0.37
H 10.527 -15.975 -12.420 0.42 -0.75 -2.44 0.49
C 0.134 -18.795 -10.112 1.17 -0.31 0.79 -0.64
S -1.017 -18.633 -8.765 0.63 0.57 1.73 0.36
O -0.277 -17.845 -7.678 -0.60 -0.94 -1.01 -0.59
C -2.152 -17.414 -9.456 -1.01 -1.85 -0.13 -0.82
H 0.525 -17.836 -10.349 0.28 1.01 -0.16 0.03
H -0.297 -19.199 -10.989 -0.64 -0.58 -0.77 0.56
H 1.031 -19.410 -9.836 -1.09 0.35 0.10 0.20
H -1.657 -16.481 -9.373 0.34 0.97 -0.33 0.21
H -3.094 -17.445 -8.877 0.67 0.13 0.01 0.34
H -2.424 -17.787 -10.452 0.24 0.59 -0.05 0.34
C 0.314 -17.146 -14.075 -0.26 0.76 -1.13 -1.27
S 1.834 -17.825 -13.481 -0.57 -0.76 -1.34 0.93
O 1.437 -18.946 -12.605 0.07 -0.55 1.21 -0.65
C 2.063 -18.704 -15.067 0.78 0.91 0.60 -1.14
H -0.416 -17.950 -14.259 0.54 0.15 -0.24 0.37
H 0.645 -16.597 -14.990 -0.75 -0.39 0.45 0.39
H -0.162 -16.453 -13.423 -0.08 0.66 0.78 0.36
H 2.679 -19.503 -14.693 0.72 -0.35 -0.57 0.21
H 2.525 -18.010 -15.773 0.29 -0.44 -0.05 0.41
H 1.143 -19.096 -15.466 -0.49 -0.01 0.15 0.42
C 3.440 -16.911 -7.611 -1.62 0.19 -1.11 -0.44
C 2.375 -16.127 -8.485 0.50 0.94 0.11 0.70
O 2.494 -16.024 -9.698 0.24 -0.89 0.77 -0.52
C 1.336 -15.189 -7.843 -0.70 -1.26 0.85 -1.23
H 3.128 -17.016 -6.589 -0.31 0.23 0.54 0.42
H 4.323 -16.283 -7.649 0.36 -0.12 -0.07 -0.07
H 3.593 -17.939 -7.974 0.16 0.51 -0.33 0.17
H 0.598 -15.697 -7.135 1.31 0.51 -0.80 0.27
H 0.751 -14.796 -8.668 -0.03 0.15 -0.10 0.26
H 1.843 -14.356 -7.345 0.02 -0.22 0.06 0.28
Cl 4.629 -11.768 -11.749 -0.12 -0.14 0.05 -0.19
C 3.273 -12.889 -11.626 -1.57 -2.33 1.98 0.45
C 2.387 -12.942 -12.846 0.68 0.11 -0.85 -0.37
Cl 1.563 -11.414 -13.228 -0.01 0.41 0.02 -0.21
H 2.598 -12.710 -10.697 1.42 0.32 -1.48 0.28
H 3.619 -13.985 -11.443 -0.13 2.03 -0.43 -0.45
H 1.580 -13.631 -12.686 -0.15 -0.56 0.23 0.19
H 2.940 -13.236 -13.761 -0.21 0.16 0.61 0.31
Cl 10.416 -22.272 -10.796 -0.15 -0.21 -0.02 -0.20
C 9.719 -20.902 -9.923 -1.28 1.21 -1.69 0.28
C 10.547 -19.673 -10.074 1.39 -0.95 -0.66 -0.21
Cl 12.085 -19.754 -9.166 -0.09 0.14 0.06 -0.21
H 9.527 -21.164 -8.924 0.03 -0.46 1.35 0.32
H 8.730 -20.583 -10.358 0.77 -0.83 0.14 -0.27
H 10.009 -18.823 -9.816 -0.93 1.51 1.13 -0.01
H 10.806 -19.490 -11.110 0.17 -0.34 -0.28 0.33
Cl 7.450 -15.273 -7.279 -0.25 -0.04 -0.27 -0.16
C 7.270 -13.679 -8.067 1.56 1.17 0.84 -0.24
C 6.035 -13.462 -8.849 -0.61 -0.42 -1.10 0.20
Cl 4.573 -13.466 -7.802 0.05 0.20 -0.17 -0.20
H 8.170 -13.500 -8.671 -0.42 -0.51 -0.21 0.12
H 7.391 -12.936 -7.258 -0.50 -0.36 -0.21 0.39
H 5.862 -14.231 -9.627 0.17 0.22 0.52 -0.34
H 6.084 -12.517 -9.413 -0.07 -0.19 0.57 0.36
Cl 5.515 -15.494 -12.356 0.46 0.51 -0.52 -0.20
C 5.096 -17.012 -11.589 -1.33 -0.16 1.16 0.66
C 5.956 -17.359 -10.386 -0.27 -1.54 -1.58 0.92
Cl 7.651 -17.410 -10.907 0.67 -0.32 0.10 -0.27
H 4.953 -17.808 -12.307 0.77 -0.21 -0.32 0.30
H 4.094 -16.823 -11.218 -0.23 -0.06 0.36 -0.57
H 5.683 -18.384 -10.055 0.17 0.66 0.03 -0.41
H 5.919 -16.677 -9.582 -0.28 0.84 0.81 -0.46

76
Properties=species:S:1:pos:R:3:forces:R:3:mulliken_charge:R:1 method="wB97M-V/def2-TZVPD" energy_ha=-3532.2354 lumo_ev="-2.7 / -1.0" homo_energy_ha="-0.270 / -0.270" gap_ha="0.172 / 0.232" charge=0
C 2.651 3.012 1.764 0.19 0.23 -0.43 -1.42
C 1.268 2.500 1.966 -0.89 -0.45 0.17 0.32
H 2.849 3.869 2.419 -0.02 -0.14 -0.27 0.45
H 2.767 3.320 0.716 0.37 -0.09 0.17 0.26
H 3.385 2.235 2.010 -0.06 0.12 -0.26 0.11
C 0.349 3.265 2.599 0.26 -0.80 0.14 0.36
C 0.536 4.708 2.997 0.06 0.52 0.07 -1.91
H -0.590 2.852 2.981 0.31 -0.05 -0.58 0.59
H 0.828 5.337 2.139 0.05 -0.23 0.34 0.36
H 1.268 4.868 3.813 -0.16 -0.20 -0.44 0.48
H -0.410 5.123 3.378 0.22 -0.19 -0.16 0.38
In 5.415 -1.841 1.084 -0.89 -1.33 -0.52 0.82
Cl 3.101 -2.144 1.607 0.14 -0.18 0.22 -0.48
Cl 0.794 1.055 -2.562 -0.92 0.42 0.29 -0.42
H -1.622 -3.776 -4.201 0.15 0.47 0.15 0.43
H -1.310 -5.462 -2.836 0.26 0.12 0.26 0.39
C -1.144 -2.986 -3.598 -0.05 -0.17 -0.53 -0.59
C -0.287 -5.138 -2.610 0.01 0.22 0.59 -0.97
N -0.211 -3.673 -2.700 0.18 0.61 0.52 0.58
H -1.928 -2.444 -3.040 0.52 -0.16 -0.17 0.13
C 0.560 -2.990 -1.870 0.49 1.53 -0.06 -0.59
O 0.682 -1.689 -1.922 -1.31 -2.33 0.18 -0.16
H -0.008 -5.443 -1.586 -0.21 0.06 -0.51 0.33
H 1.119 -3.568 -1.119 -0.11 0.29 -0.51 0.46
H -0.606 -2.301 -4.270 -0.28 -0.17 0.39 0.04
H 0.385 -5.601 -3.331 0.05 0.04 -0.04 0.34
H -0.334 3.546 -0.728 -0.21 -0.02 -0.18 0.16
H -2.138 4.063 1.351 -0.10 -0.05 -0.09 0.12
C -1.300 3.569 -1.257 0.56 0.01 -0.02 -0.99
C -2.898 3.816 0.600 -0.08 -0.23 0.04 -0.74
N -2.334 2.974 -0.437 -0.83 -0.28 -0.34 0.19
H -1.197 3.010 -2.188 -0.03 0.03 0.19 0.35
C -2.903 1.776 -0.771 0.90 -0.06 -1.01 0.25
O -2.488 1.033 -1.666 -0.81 1.04 1.15 -0.63
H -3.715 3.274 1.090 0.12 0.16 0.00 0.28
H -3.778 1.527 -0.133 0.23 0.00 -0.12 0.34
H -1.548 4.617 -1.471 -0.06 -0.21 0.03 0.35
H -3.290 4.749 0.178 0.03 -0.12 0.04 0.37
O 1.111 0.621 0.230 0.05 0.36 -0.33 -0.11
C 1.021 0.978 1.508 -1.34 0.54 2.63 -0.07
C -1.505 0.904 2.011 0.14 0.15 0.05 0.30
C -0.227 0.453 2.338 0.83 0.47 -0.53 0.33
H -1.593 1.533 1.121 -0.12 -0.44 0.42 0.31
C -2.585 0.662 2.864 0.07 0.17 -0.55 -0.23
H 1.922 0.433 1.874 0.00 -0.05 0.30 0.29
C -0.051 -0.278 3.506 -0.19 0.03 0.07 -0.67
H -3.573 1.027 2.588 0.11 0.01 0.10 0.27
C -2.405 -0.035 4.051 0.06 -0.12 0.27 -0.79
C -1.137 -0.516 4.364 0.29 0.00 -0.21 -0.80
H 0.950 -0.631 3.750 -0.21 -0.01 0.11 0.40
H -3.246 -0.196 4.737 0.38 0.03 -0.32 0.33
H -0.981 -1.078 5.279 0.00 0.06 -0.05 0.37
Si 2.069 -0.609 -2.348 3.82 -1.12 -3.23 1.96
Cl 5.745 0.288 1.704 0.50 1.57 0.41 -0.41
C 2.143 -0.942 -4.293 -0.13 0.34 0.48 -1.46
C 3.366 -2.098 -1.931 -0.82 -0.69 0.99 -1.31
C 3.721 0.454 -2.237 -0.95 1.33 0.57 -1.31
H 1.202 -1.326 -4.689 -0.11 0.00 -0.06 0.23
H 2.933 -1.639 -4.590 0.00 0.02 0.15 0.27
H 2.336 0.012 -4.808 -0.10 -0.22 0.15 0.32
H 3.488 1.525 -2.163 0.34 -0.04 -0.10 0.29
H 4.272 0.267 -3.174 -0.22 -0.10 0.39 0.33
H 4.348 0.183 -1.380 -0.03 0.16 -0.12 0.11
H 3.129 -2.515 -0.942 0.13 -0.29 -0.22 -0.10
H 4.428 -1.807 -1.897 -0.38 0.13 -0.22 0.47
H 3.272 -2.882 -2.688 -0.05 -0.23 0.11 0.28
C -2.992 -1.826 -0.539 -0.26 0.06 0.06 -0.95
S -1.656 -2.117 0.629 0.59 0.43 -0.30 1.23
C -2.574 -2.738 2.013 -0.38 -0.24 0.13 -1.41
O -0.890 -3.296 0.116 0.02 -0.41 -0.09 -0.80
H -3.875 -1.544 0.047 0.06 -0.02 -0.30 0.46
H -3.175 -2.753 -1.104 0.02 0.26 0.30 0.41
H -2.699 -0.982 -1.187 -0.12 -0.44 0.21 -0.04
H -3.019 -3.691 1.720 -0.05 0.01 0.07 0.49
H -1.863 -2.880 2.829 -0.12 0.02 -0.12 0.32
H -3.332 -2.005 2.295 0.10 -0.14 0.06 0.36

| no. | strongest force on any atom (Eh/bohr) |
| --- | --- |
| 1 | 0.13359 |
| 2 | 0.10330 |
| 3 | 0.08899 |
| 4 | 0.07686 |
| 5 | 0.09971 |